{
  "formula": "C37H33LaN4O2P2S2",
  "method": "ωB97M-V/def2-TZVPD",
  "relative_energy_ev": 0.703,
  "charge": 0,
  "total_energy_ev": -90072.759,
  "homo_ev": -7.2,
  "e_lumo_ev": 0.0,
  "symbols": ["La", "S", "S", "P", "P", "O", "O", "N", "N", "N", "N", "C", "C", "C", "C", "C", "C", "C", "C", "C", "C", "C", "C", "C", "C", "C", "C", "C", "C", "C", "C", "C", "C", "C", "C", "C", "C", "C", "C", "C", "C", "C", "C", "C", "C", "C", "C", "C", "H", "H", "H", "H", "H", "H", "H", "H", "H", "H", "H", "H", "H", "H", "H", "H", "H", "H", "H", "H", "H", "H", "H", "H", "H", "H", "H", "H", "H", "H", "H", "H", "H"],
  "xyz": [[8.72782, 8.69083, 10.91614], [8.79994, 6.01851, 12.24679], [9.52257, 11.32143, 11.89313], [10.64631, 10.19299, 13.12323], [9.82258, 7.22053, 13.59830], [6.51957, 9.07535, 11.14319], [4.78034, 10.47972, 11.28589], [10.24783, 6.53017, 7.74006], [7.71705, 10.51380, 9.05200], [8.14743, 7.03122, 8.71015], [10.59924, 8.58262, 8.83833], [10.47946, 10.88751, 14.79001], [7.67394, 8.51529, 14.84923], [9.37954, 11.60474, 15.24459], [11.27112, 6.36928, 14.36520], [11.01271, 7.67796, 7.99164], [6.42477, 7.50809, 16.68236], [14.99206, 10.81911, 11.77910], [12.98638, 8.87153, 7.45840], [11.86002, 7.06061, 15.41997], [10.45560, 11.90379, 17.33832], [12.22331, 7.75577, 7.29718], [8.36265, 5.15947, 7.23519], [14.20840, 11.95938, 11.91242], [13.21931, 9.43130, 12.65816], [6.81710, 6.71218, 8.82329], [12.57713, 9.90266, 8.30593], [13.55096, 5.41141, 15.69809], [11.40009, 9.71038, 8.93624], [8.63649, 7.48495, 14.96507], [9.36520, 12.16996, 16.51885], [6.22538, 5.60070, 8.25244], [6.55919, 11.09624, 9.73580], [7.04091, 4.87410, 7.36342], [5.84360, 10.15322, 10.79131], [11.82623, 5.12116, 13.97536], [10.30955, 8.63426, 12.93510], [12.40039, 10.52670, 12.76643], [11.54155, 10.61039, 15.60891], [8.87785, 6.26275, 7.90405], [8.49417, 6.49175, 15.92924], [6.61814, 8.51060, 15.72027], [13.03401, 6.61376, 16.04718], [7.40932, 6.53757, 16.79024], [14.52769, 9.54479, 12.18225], [12.98056, 4.69807, 14.63369], [11.51366, 11.11763, 16.88000], [12.87329, 11.78509, 12.38914], [16.01132, 10.82898, 11.34330], [12.30044, 10.84969, 17.59118], [13.85608, 8.98514, 6.85207], [7.39695, 10.04645, 8.22104], [14.56923, 12.94694, 11.66345], [8.54648, 12.76098, 16.86541], [12.29951, 12.66231, 12.55890], [8.32069, 11.26340, 8.69780], [5.59087, 7.55789, 17.37239], [8.55236, 11.66614, 14.57297], [15.19510, 8.69050, 12.03606], [5.86582, 9.29319, 15.63652], [12.84609, 8.47686, 12.91549], [13.45176, 3.73688, 14.38339], [7.29668, 5.75715, 17.55084], [14.38549, 5.00993, 16.23839], [8.95357, 4.65382, 6.53115], [6.76492, 4.11188, 6.68131], [6.88163, 11.99224, 10.25409], [11.37034, 4.51880, 13.22126], [5.17808, 5.35954, 8.41529], [13.13715, 10.79065, 8.50272], [11.42630, 7.99849, 15.72520], [6.23996, 7.34167, 9.46404], [10.52745, 12.21900, 18.40108], [13.54826, 7.21080, 16.78229], [10.95761, 10.46010, 9.59468], [12.50659, 6.96779, 6.61778], [12.42032, 10.07482, 15.23960], [10.77842, 5.83494, 7.23498], [9.23822, 5.70798, 15.94857], [7.76554, 9.23166, 14.04402], [5.78174, 11.46028, 9.07685]],
  "atomic_forces_ev_per_a": [[1.2, -0.7, -0.5], [0.6, 0.5, 0.4], [-0.2, 0.7, -0.6], [0.0, 1.2, 0.6], [-0.1, -0.5, 0.2], [-1.1, 1.0, -0.6], [0.6, 0.1, -0.8], [0.0, 0.1, 0.2], [0.2, 0.3, -0.1], [-1.1, -0.3, -0.4], [0.8, 1.7, 0.1], [-0.4, -0.1, -0.7], [1.2, -1.2, 0.0], [0.3, -0.1, 0.2], [-0.1, -1.0, 0.2], [-0.7, -1.4, -0.1], [1.1, 0.6, -0.4], [0.8, -1.0, -0.1], [0.2, 0.2, -0.3], [0.6, 0.1, -0.2], [0.4, -0.2, 0.9], [0.0, 0.2, 0.0], [-0.3, 1.2, 0.4], [-1.5, -1.0, 0.5], [1.6, -0.2, -0.5], [0.8, -0.9, 0.0], [0.0, -0.5, -0.2], [0.0, -0.9, -1.1], [-2.0, -0.6, 1.1], [-0.4, -0.2, -0.4], [0.8, -0.7, -0.3], [0.5, 0.2, -0.8], [-0.8, -0.2, 0.8], [0.0, 0.2, 0.4], [0.3, 0.0, 0.6], [0.5, 1.3, 1.0], [-0.4, -1.1, -0.8], [-0.2, 0.8, -0.8], [0.8, 0.2, 0.3], [1.1, 0.6, 0.9], [0.0, 0.7, -0.3], [-1.4, 0.4, 0.4], [-1.1, 1.0, 0.0], [-0.4, -0.9, 0.8], [-0.1, 1.2, -0.4], [0.1, -0.9, 0.2], [0.2, -0.1, 1.4], [1.9, -0.2, 0.1], [-0.7, 0.4, 0.4], [-0.1, 0.3, -0.3], [0.7, 0.0, -0.1], [-0.1, -0.4, -0.3], [0.0, 0.0, -0.1], [-0.4, 0.2, 0.1], [-0.7, 0.5, -0.1], [-0.2, -0.3, 0.4], [0.0, -0.1, -0.1], [-0.5, 0.5, -0.3], [-0.4, 0.2, 0.2], [0.1, -0.1, 0.0], [-0.5, -0.9, 0.2], [-0.4, 0.4, -0.1], [0.1, 0.2, -0.3], [0.4, -0.2, 0.0], [0.8, -0.7, -0.8], [-1.2, -0.8, 0.0], [0.1, 0.0, 0.5], [-0.2, -0.2, -0.5], [0.3, 0.2, -0.1], [0.3, 0.3, -0.1], [-0.1, 0.2, 0.1], [-0.2, 0.4, 0.4], [-0.4, 0.1, -0.9], [-0.2, 0.2, 0.3], [0.4, 0.0, 0.0], [0.1, 0.0, -0.1], [-0.3, 0.1, 0.2], [-0.4, 0.0, 0.0], [-0.1, -0.2, 0.3], [-0.1, 0.2, 0.1], [-0.2, -0.1, -0.4]]
}

=====

{
  "formula": "C37H33N2O2",
  "method": "ωB97M-V/def2-TZVPD",
  "relative_energy_ev": 0.246,
  "charge": 1,
  "total_energy_ev": -45972.036,
  "homo_ev": -8.8,
  "e_lumo_ev": -5.1,
  "symbols": ["O", "O", "N", "N", "C", "C", "C", "C", "C", "C", "C", "C", "C", "C", "C", "C", "C", "C", "C", "C", "C", "C", "C", "C", "C", "C", "C", "C", "C", "C", "C", "C", "C", "C", "C", "C", "C", "C", "C", "C", "C", "H", "H", "H", "H", "H", "H", "H", "H", "H", "H", "H", "H", "H", "H", "H", "H", "H", "H", "H", "H", "H", "H", "H", "H", "H", "H", "H", "H", "H", "H", "H", "H", "H"],
  "xyz": [[3.75841, -4.00522, -1.95353], [-0.95608, 0.49473, -1.82491], [-2.17012, -1.06350, 1.23470], [-1.71271, -2.00809, -0.69710], [-1.70703, -0.80317, -0.01857], [2.11259, 2.58863, -1.83476], [1.33037, 2.65106, 3.07683], [2.39983, 3.95061, -1.99276], [-1.48046, 0.46816, -0.57808], [-2.17603, -3.01449, 0.14564], [-2.09296, 1.71459, -0.10499], [1.99376, -0.43414, -0.72973], [4.95531, -3.94099, -2.75998], [-1.24568, -2.26236, -2.03879], [-2.28493, -4.39564, -0.02687], [2.34858, 4.84293, -0.90757], [1.63214, 0.76628, -0.04034], [1.38013, 0.86192, 1.37931], [1.97746, 4.39194, 0.36553], [3.57805, -1.59167, -2.17575], [-2.79221, -5.14146, 1.05077], [-2.25756, -0.11728, 2.32290], [2.98676, -0.42812, -1.73391], [3.12808, -2.83387, -1.67968], [1.48308, -1.69456, -0.33422], [2.02048, -2.87955, -0.78521], [-3.46882, 1.84661, 0.17267], [1.25347, -0.10175, 2.37910], [-1.73260, 4.02386, 0.52917], [-2.47057, -2.41563, 1.35771], [-3.08451, -4.52236, 2.28259], [-2.88736, -3.14054, 2.46791], [1.89173, 2.10059, -0.54373], [1.31658, 1.65994, 4.06885], [1.29057, 0.30023, 3.71478], [-1.29184, 2.86589, -0.09721], [-1.75848, 1.05073, -2.90299], [-3.96686, 3.07735, 0.60567], [1.47237, 2.25217, 1.75416], [-3.09552, 4.14768, 0.84206], [1.79880, 3.02672, 0.55975], [-2.95444, -6.21706, 0.93493], [-1.32703, 0.46877, 2.38848], [5.75403, -3.38365, -2.24470], [-0.18592, -1.99753, -2.12508], [-1.20547, 0.79759, -3.80747], [-1.39336, -3.32980, -2.23005], [3.35521, 0.50785, -2.13424], [-3.11143, 0.56330, 2.18936], [2.08475, 1.91523, -2.69191], [-2.75385, 0.58454, -2.89801], [1.22945, 3.71951, 3.30592], [1.29495, -0.46318, 4.49195], [-1.83578, 2.13954, -2.79848], [-3.47737, 5.08658, 1.24230], [1.65741, -3.84926, -0.43556], [-4.11383, 0.97387, 0.04158], [0.61345, -1.70962, 0.32163], [5.24857, -4.98334, -2.89189], [-1.03149, 4.83263, 0.74143], [-1.83314, -1.69899, -2.77006], [-0.31469, 2.80348, -0.57741], [2.58847, 5.90102, -1.05081], [-5.04169, 3.19079, 0.77133], [2.66565, 4.33332, -2.98022], [1.16810, -1.14602, 2.11218], [-3.47080, -5.12858, 3.10472], [1.84268, 5.06463, 1.21669], [1.32774, 1.94747, 5.12500], [4.74630, -3.47482, -3.73448], [-1.97906, -4.85102, -0.96787], [4.43380, -1.55568, -2.85401], [-2.40894, -0.69655, 3.23222], [-3.04843, -2.63322, 3.42312]],
  "atomic_forces_ev_per_a": [[-0.3, 1.0, -0.1], [0.7, 0.1, -1.6], [0.2, -0.1, 0.5], [0.4, -0.1, 0.2], [-0.9, 0.8, -1.1], [0.2, 0.0, 0.3], [0.0, 0.0, -0.4], [0.0, 0.3, 0.1], [-0.4, -0.8, 0.7], [0.3, -0.5, -0.2], [-0.4, 0.6, -0.2], [-0.3, -0.3, -0.2], [-0.2, -0.1, 0.1], [0.0, 0.0, -0.5], [-0.2, 0.1, 0.2], [-0.1, -0.3, -0.3], [0.3, -0.5, -0.6], [0.0, 1.3, 1.0], [0.0, -0.7, 0.4], [0.0, -0.6, 0.0], [0.1, 0.4, 0.0], [-0.1, 0.4, 0.1], [0.0, 0.1, 0.0], [0.4, -0.2, 0.3], [0.1, -0.2, 0.2], [0.5, 0.1, -0.3], [0.6, 0.0, 0.2], [0.3, 0.2, -0.1], [-0.6, 0.1, -0.4], [0.0, 0.1, 0.7], [0.1, 0.3, -0.1], [-0.2, -0.4, -0.2], [-0.1, 1.2, 0.7], [-0.2, -0.3, -0.1], [-0.1, 0.3, 0.1], [0.1, -0.2, 0.4], [0.3, -0.3, 0.7], [0.0, 0.0, 0.0], [-0.4, -1.0, 0.5], [0.2, -0.2, 0.1], [0.0, 0.0, -1.3], [0.1, 0.4, 0.1], [-0.4, -0.2, 0.0], [-0.3, -0.2, -0.1], [-0.4, -0.2, -0.2], [-0.2, 0.0, 0.0], [0.2, 0.3, -0.1], [0.1, -0.1, 0.3], [0.3, -0.2, 0.1], [0.0, 0.4, 0.2], [0.2, 0.2, -0.1], [0.4, -0.5, 0.1], [-0.1, 0.2, -0.1], [-0.1, -0.2, 0.0], [0.1, -0.3, 0.0], [0.1, 0.3, -0.2], [0.1, 0.3, 0.1], [0.4, -0.1, -0.1], [0.0, 0.2, 0.0], [-0.3, -0.1, -0.3], [0.1, -0.1, 0.1], [-0.3, 0.1, 0.5], [-0.2, -0.4, -0.1], [0.4, 0.0, 0.0], [-0.2, -0.1, 0.3], [0.1, 0.0, 0.3], [0.2, 0.2, -0.3], [0.2, 0.0, -0.4], [-0.1, -0.1, -0.4], [0.1, -0.2, 0.3], [-0.2, -0.1, 0.3], [-0.5, 0.1, 0.2], [0.2, 0.2, 0.0], [-0.1, -0.4, -0.3]]
}

=====

{
  "formula": "C37H34Br2ClNO8SeTc",
  "method": "ωB97M-V/def2-TZVPD",
  "relative_energy_ev": 0.127,
  "spin_multiplicity": 4,
  "charge": 0,
  "total_energy_ev": -276930.356,
  "homo_ev": [-8.0, -8.4],
  "e_lumo_ev": [-1.4, -5.2],
  "symbols": ["Tc", "Br", "Br", "Se", "Cl", "O", "O", "O", "O", "O", "O", "O", "O", "N", "C", "C", "C", "C", "C", "C", "C", "C", "C", "C", "C", "C", "C", "C", "C", "C", "C", "C", "C", "C", "C", "C", "C", "C", "C", "C", "C", "C", "C", "C", "C", "C", "C", "C", "C", "C", "C", "H", "H", "H", "H", "H", "H", "H", "H", "H", "H", "H", "H", "H", "H", "H", "H", "H", "H", "H", "H", "H", "H", "H", "H", "H", "H", "H", "H", "H", "H", "H", "H", "H", "H"],
  "xyz": [[-0.63103, -1.75445, -0.70762], [-0.58054, -4.96392, 2.71514], [-3.43434, -4.12727, 1.08369], [-0.02357, -3.78225, -2.06684], [-1.83403, 3.16405, -5.51921], [0.21057, 1.87952, 2.50050], [-2.15298, -1.65482, -1.42572], [0.32013, -0.20425, -1.27545], [2.13482, 1.83910, 1.15503], [-2.57505, 3.11383, -4.19398], [-0.94261, -1.34725, 1.06090], [-1.66986, 4.62027, -5.83133], [-0.46045, 2.48895, -5.29648], [-1.72605, -2.22208, -6.10361], [2.53813, -2.04214, -1.08070], [3.96555, -3.28967, 0.39299], [4.43008, 1.91277, -2.46289], [2.34673, -1.04664, -0.13019], [0.31310, 0.55065, 1.80436], [-2.90308, 1.61340, 1.81411], [3.37080, -3.13976, -0.81570], [2.33671, 1.11585, -1.48288], [-2.94589, -0.87862, 3.27613], [1.69214, 2.05524, -2.26078], [-1.38510, -0.65779, 5.52206], [-0.90409, -0.16240, 4.29544], [-1.65830, -0.37626, 3.12329], [-2.01712, 0.89639, 1.03859], [2.37564, 2.57001, 3.43870], [-0.86083, -3.12440, -3.58517], [1.22921, 4.02853, 1.74704], [1.52981, 0.19188, -0.58224], [-1.99820, 1.16910, -0.33534], [1.06119, 1.05178, 0.56862], [3.96748, -2.21285, 1.27287], [-2.62333, -5.10113, 2.63257], [-1.21707, -4.03632, -4.59960], [3.72842, 2.86371, -3.19017], [3.17005, -1.10050, 1.05583], [-1.37752, -1.31864, -5.20151], [-0.91602, -1.77593, -3.95824], [-2.93481, 2.04482, -0.90916], [1.46566, 2.57705, 2.20601], [-3.44551, -1.37672, 4.50498], [3.73660, 1.06274, -1.61930], [-1.09448, -0.08168, 1.72073], [-1.71638, -3.51551, -5.75149], [2.35755, 2.88805, -3.18389], [-3.81910, 2.73585, -0.11065], [-2.60370, -1.31113, 5.60522], [-3.82087, 2.53128, 1.23872], [0.99709, -0.08377, 2.39472], [4.61927, -4.14574, 0.62185], [4.36999, 0.44108, -1.04129], [-1.14173, -5.09281, -4.42879], [0.39021, 3.97433, 1.01852], [-4.35483, -1.93567, 4.45482], [-4.59787, 2.86753, 1.90750], [-0.58017, -1.06267, -3.19496], [2.06525, 4.43905, 1.15915], [1.77339, 3.49769, -3.92333], [2.10998, 3.33601, 4.16705], [-4.49546, 3.46322, -0.54936], [4.35105, 3.52237, -3.79690], [-1.50545, -0.26924, -5.47763], [-3.02089, 2.15136, -1.97855], [-0.78061, -0.59990, 6.41493], [-2.93103, -1.79930, 6.49267], [5.47457, 1.88708, -2.64635], [2.31030, 1.57686, 3.97818], [-2.24496, -4.17801, -6.49566], [0.60494, 2.17148, -2.28573], [3.41557, -4.01823, -1.42589], [1.05476, 4.72780, 2.53644], [-2.88327, 1.60631, 2.90761], [-1.27170, 0.61288, -0.94816], [3.42296, 2.73901, 3.22374], [2.05119, -1.99912, -2.11027], [0.07935, 0.32934, 4.29624], [-2.80161, -6.13558, 2.46685], [4.54586, -2.24903, 2.16661], [0.43399, 1.86809, 0.17354], [-3.58911, -0.97094, 2.41343], [3.07786, -0.33379, 1.84048], [-2.95733, -4.69812, 3.57517]],
  "atomic_forces_ev_per_a": [[-3.2, -0.7, -1.6], [-1.6, 0.1, -0.2], [0.7, -0.6, 1.2], [0.4, -0.2, 1.3], [0.4, 0.1, -0.5], [1.2, -0.8, -1.0], [1.9, 0.0, 1.0], [1.6, -0.4, 0.1], [-1.0, -0.8, 0.7], [1.5, 0.2, -0.9], [0.4, 0.4, 0.9], [0.3, -1.9, 1.0], [-2.2, 1.7, 0.4], [-1.0, 0.0, -0.2], [-0.2, -0.2, -1.5], [1.8, 0.4, 0.8], [-1.6, 0.5, 0.0], [1.1, 0.5, 0.0], [0.7, 1.3, 1.0], [-1.0, 1.7, 0.2], [-1.3, -0.6, 0.0], [1.0, 0.0, -0.7], [-0.4, -0.9, 0.4], [-1.0, 0.7, -1.3], [0.1, 0.1, -0.6], [-0.1, -0.6, 0.3], [0.8, 0.1, 0.9], [-0.4, 0.5, -0.6], [-0.3, -1.4, 1.0], [0.2, 0.4, -2.8], [-0.6, -0.9, -1.8], [0.3, -0.4, 0.7], [-0.5, -0.5, -0.5], [-0.5, 1.9, 0.4], [-0.8, 0.5, 0.2], [1.5, 1.1, -1.0], [0.0, 0.5, 1.5], [1.0, 0.1, -0.8], [-1.4, -0.1, -0.5], [0.4, -1.5, 0.6], [0.3, 1.1, 1.2], [0.9, -0.6, 0.2], [0.9, 0.3, 0.6], [1.8, 0.6, -1.6], [0.0, 0.3, 0.0], [0.6, 0.8, 0.6], [-1.1, -0.3, -2.3], [-0.8, 0.1, 0.1], [-0.6, 0.6, -0.4], [-0.5, 0.0, -0.5], [0.7, -1.6, 1.2], [-0.4, 0.0, -0.2], [-0.6, 0.3, -0.2], [0.0, -1.0, 0.6], [-0.2, -0.4, 0.0], [0.2, 0.4, 0.6], [-0.6, 0.0, 0.4], [0.1, 0.7, -0.1], [-0.2, 0.0, -0.8], [0.1, -0.6, 0.4], [0.6, -0.5, 1.1], [-0.3, 0.0, -0.1], [-0.1, -0.2, -0.1], [-0.5, 0.0, -0.2], [0.4, -0.3, 0.3], [0.3, 0.1, -0.1], [0.2, 0.2, 0.0], [0.0, -0.1, 0.8], [0.9, -0.3, 0.5], [0.0, 0.9, -0.7], [1.0, 0.5, 0.7], [0.2, -0.4, 0.3], [-0.1, 0.1, -0.9], [-0.5, 0.2, 0.6], [-0.1, -0.4, -0.5], [-1.0, 1.1, 0.2], [0.2, 0.0, -0.5], [0.8, 0.2, 1.7], [-0.6, -0.3, -0.2], [-0.2, -0.6, 0.0], [0.3, -0.1, 0.6], [-0.3, -0.8, -0.5], [0.1, -0.1, -0.2], [0.3, -0.3, -0.7], [-0.2, 0.1, -0.1]]
}